Entry 1:
# C3H3BrNO2

3 unconnected molecules or ions with the total composition C3H3BrNO2 at a distorted geometry (ωB97M-V with the def2-TZVPD basis set, the OMol25 dataset).

CARTESIAN COORDINATES (ANGSTROEM)
C (0.67361, -1.21215, -0.06256)
C (0.74322, 1.23211, -1.02982)
C (-0.56451, -0.99771, 0.66131)
N (1.74412, -1.34782, -0.47292)
O (1.50255, 1.84890, -0.38834)
O (0.01866, 0.69029, -1.75970)
Br (-1.55306, 2.44872, 0.55517)
H (-0.75209, 0.11543, 0.52279)
H (-0.36781, -1.18544, 1.71975)
H (-1.44469, -1.59232, 0.25432)

The total energy is -2895.48323 hartree. Its charge is -1. The energy above the lowest of the compared OMol25 structures with the same formula, charge and spin comes out at 3.3 kJ/mol. As for the gap between HOMO and LUMO: 7.88 eV. The HOMO energy comes out at -4.117 eV.

Atom charges from the Löwdin analysis, given in e for atoms 1 to 5: number 1, C, carries -0.335; number 2, C, carries -0.624; number 3, C, carries -0.102; number 4, N, carries 0.136; number 5, O, carries 0.122

=====

Entry 2:
# C9H12BrN2

A gas-phase ion, C9H12BrN2 (charge +1) at a distorted geometry (ωB97M-V with the def2-TZVPD basis set, the OMol25 dataset).

CARTESIAN COORDINATES (ANGSTROEM)
C (-0.34665, -0.68928, 2.44610)
C (-0.59091, -2.06046, 2.28272)
C (-0.11395, -1.83817, -0.07612)
C (0.08629, -0.52808, 0.07392)
C (0.00495, 0.03727, 1.35341)
C (0.41381, 1.84821, -0.05232)
C (0.25160, 0.61697, -1.01226)
C (-1.02598, 0.68659, -1.84195)
C (1.56261, 0.53664, -1.82126)
N (-0.43169, -2.53005, 1.07866)
N (-0.05575, 1.33812, 1.25259)
Br (-0.39933, 2.60586, 2.53427)
H (-0.50897, -0.17224, 3.34100)
H (-0.69940, -2.76861, 3.07741)
H (-0.35615, -2.36739, -1.04113)
H (1.47583, 2.05265, 0.12669)
H (-0.12551, 2.71830, -0.44392)
H (-0.67503, 1.02241, -2.91222)
H (-1.74567, 1.42919, -1.48908)
H (-1.79994, -0.14923, -1.87784)
H (1.71126, 1.50582, -2.19128)
H (1.66874, -0.16751, -2.67556)
H (2.30218, 0.41363, -1.11022)
H (-0.60232, -3.54062, 0.97840)

Its structure (SMILES) is CC1(C)C[N+](Br)=C2C=CNC=C21. The total energy is -3033.38192 hartree. Its charge is +1. The energy above the lowest of the compared OMol25 structures with the same formula, charge and spin comes out at 36.9 kJ/mol. As for the gap between HOMO and LUMO: 9.14 eV. The HOMO energy comes out at -12.564 eV.

Atom charges from the Löwdin analysis, given in e for atoms 1 to 5: number 1, C, carries 0.033; number 2, C, carries -0.012; number 3, C, carries 0.036; number 4, C, carries -0.068; number 5, C, carries -0.285

=====

Entry 3:
# C4H7NO2

A single C4H7NO2 molecule (ωB97M-V with the def2-TZVPD basis set, the OMol25 dataset).

CARTESIAN COORDINATES (ANGSTROEM)
C (-1.59990, -1.05457, -0.56659)
C (-0.59730, 0.04854, -0.40113)
N (-0.96135, 1.24929, 0.31567)
O (-1.86060, 1.09222, 1.10912)
C (0.71755, -0.04041, -0.63893)
C (1.70785, 0.82459, 0.09351)
O (1.95845, 0.07468, 1.28085)
H (-2.58102, -0.64719, -0.81840)
H (-1.27477, -1.75157, -1.34402)
H (-1.69914, -1.61534, 0.37133)
H (1.10209, 0.03690, 1.71762)
H (1.12516, -0.97522, -1.02043)
H (2.64655, 0.94492, -0.45017)
H (1.31644, 1.81316, 0.35157)

Its structure (SMILES) is C/C(=C/CO)N=O. The total energy is -361.72953 hartree. The energy above the lowest of the compared OMol25 structures with the same formula, charge and spin comes out at 397.3 kJ/mol. As for the gap between HOMO and LUMO (alpha / beta): 8.62 / 8.62 eV. The HOMO energy (alpha / beta) comes out at -9.191 / -9.192 eV.

Atom charges from the Löwdin analysis, given in e for atoms 1 to 5: number 1, C, carries -0.045; number 2, C, carries -0.318; number 3, N, carries -0.015; number 4, O, carries 0.008; number 5, C, carries -0.007

=====

Entry 4:
# C3H7Cl2N

A single C3H7Cl2N molecule at a distorted geometry (ωB97M-V with the def2-TZVPD basis set, the OMol25 dataset).

CARTESIAN COORDINATES (ANGSTROEM)
C (1.51356, -0.70973, -0.96058)
C (-0.33952, 0.60127, -0.01882)
C (-1.41754, 0.30118, 0.92045)
H (1.71055, 0.21484, -1.65023)
H (2.54134, -1.05314, -0.61459)
H (1.06562, -1.43132, -1.64383)
H (0.98273, -0.38746, 1.14350)
H (-0.05332, 1.61574, 0.14010)
H (-0.78516, 0.57314, -0.99263)
H (-0.95086, 0.33873, 1.90429)
N (0.66837, -0.32136, 0.22325)
Cl (-2.76145, 1.59088, 0.79118)
Cl (-2.17432, -1.33278, 0.75789)

Its structure (SMILES) is CNCC(Cl)Cl. The total energy is -1093.60821 hartree. The energy above the lowest of the compared OMol25 structures with the same formula, charge and spin comes out at 104.0 kJ/mol. As for the gap between HOMO and LUMO: 9.86 eV. The HOMO energy comes out at -8.947 eV.

Atom charges from the Löwdin analysis, given in e for atoms 1 to 5: number 1, C, carries -0.093; number 2, C, carries -0.431; number 3, C, carries -1.006; number 4, H, carries 0.097; number 5, H, carries 0.088